No. 1
C34H31GeKN3O5 as an isolated structure at a distorted geometry. Source: OMol25; level of theory: wB97M-V/def2-TZVPD.

* charge: -1
* strongest force on any atom: 2.08 eV Å⁻¹
* HOMO-LUMO gap: 6.91 eV
* energy relative to the best compared isomer or geometry (same formula, charge and spin): 22.1 kcal per mole
* energy: -123314.34698 eV
* lowest unoccupied orbital energy: 0.08544 Ha

The geometry in XYZ format:
```
75
Properties=species:S:1:pos:R:3:forces:R:3:lowdin_charge:R:1
K 0.47968 -0.55207 0.62249 1.0 0.7 -0.2 0.809
O -3.62160 2.98944 2.75393 0.0 0.1 -0.1 0.067
C -3.21923 2.06564 1.83804 -0.1 0.2 0.3 -0.292
C -3.07009 2.35749 0.49062 0.0 0.1 0.0 0.062
C -2.63334 1.33805 -0.33002 0.0 -0.4 -0.3 -0.174
N -2.30453 0.12208 0.10488 -0.2 0.1 0.3 0.106
C -2.49341 -0.15786 1.41227 0.0 0.1 -0.4 -0.165
C -2.96957 0.78820 2.30246 0.1 -0.2 -0.1 0.067
C -2.10763 -1.55518 1.92590 0.2 -0.3 -0.2 -0.671
O -2.85070 -2.05767 2.76897 0.0 0.1 0.0 0.016
O -1.03710 -1.99674 1.41410 -1.6 -1.1 0.8 -0.236
C -2.56044 1.57452 -1.82971 0.7 -0.5 0.1 -0.487
O -2.80244 2.65829 -2.29028 -0.3 0.2 -0.1 0.105
O -2.19034 0.54546 -2.58720 -0.3 0.5 0.3 -0.112
H -3.75386 3.83635 2.31509 0.0 0.0 0.0 0.107
H -3.29525 3.32635 0.06319 0.0 0.0 0.0 0.128
H -3.12259 0.51496 3.33728 0.0 0.0 0.0 0.137
C 5.81184 0.04166 2.74844 0.1 0.1 0.0 -0.092
C 4.47091 -0.63903 3.03116 0.0 0.0 0.0 -0.203
C 3.46858 0.26969 3.69930 0.1 0.1 0.1 -0.175
C 3.49264 0.40341 5.08803 0.0 0.0 0.0 -0.059
C 2.58892 1.20909 5.75759 0.0 0.0 -0.1 -0.097
C 1.62230 1.88743 5.02664 0.0 0.0 0.0 -0.052
C 1.56021 1.78186 3.64335 0.0 0.0 0.0 -0.168
C 0.47651 2.50540 2.87708 0.0 -0.1 0.0 -0.200
C 0.94991 3.78334 2.18654 0.1 0.1 0.0 -0.076
C 2.50708 0.98301 2.97145 -0.1 0.2 -0.5 -0.181
N 2.33799 0.81710 1.57571 0.5 0.3 0.8 -0.036
C 3.14266 1.31301 0.70491 -0.1 0.0 -0.5 -0.118
C 2.96198 1.18862 -0.72205 -0.2 -0.1 0.7 -0.363
C 3.81080 1.71598 -1.70332 0.0 0.0 -0.3 -0.098
C 3.22574 1.39430 -2.93126 -0.1 0.0 0.2 -0.128
C 2.04576 0.69303 -2.61204 0.1 0.1 0.2 -0.210
N 1.87013 0.55657 -1.28667 0.5 0.3 -0.4 -0.041
H 6.53841 -0.66143 2.33417 0.0 0.0 0.0 0.068
H 6.23177 0.46416 3.66543 0.0 0.0 0.0 0.071
H 5.70048 0.86029 2.03560 0.0 0.0 0.0 0.056
H 4.63884 -1.50122 3.68142 0.0 0.0 0.0 0.106
H 4.05580 -1.02666 2.10075 0.0 0.0 -0.1 0.104
H 4.23259 -0.15631 5.65248 0.0 0.0 0.0 0.108
H 2.61963 1.29026 6.83718 0.0 0.0 0.0 0.093
H 0.88633 2.50166 5.53582 0.0 0.0 0.0 0.107
H -0.33662 2.74354 3.56755 0.0 0.0 0.0 0.106
H 0.04217 1.83681 2.12911 0.1 0.0 0.0 0.084
H 1.37783 4.47368 2.91827 0.0 0.0 0.0 0.074
H 0.12237 4.28966 1.68305 0.0 0.0 0.0 0.068
H 1.71220 3.57401 1.43445 0.0 0.0 0.0 0.066
H 4.00386 1.90939 1.02812 0.1 0.0 0.0 0.123
H 4.72880 2.26136 -1.52727 0.0 0.0 0.0 0.085
H 3.58638 1.63586 -3.91984 0.0 0.0 0.0 0.070
H 1.32270 0.29625 -3.31553 0.0 0.0 0.0 0.079
Ge -1.55771 -1.12534 -2.16735 0.6 0.3 0.1 0.967
C -0.98759 -1.58113 -3.96619 0.2 -0.1 -0.4 -0.283
C 0.16842 -2.34232 -4.14323 0.0 0.0 -0.2 -0.118
C 0.58758 -2.72745 -5.41388 -0.1 0.0 0.1 -0.095
C -0.14652 -2.34932 -6.52912 -0.1 0.0 0.1 -0.104
C -1.29499 -1.57964 -6.36995 0.1 0.0 0.1 -0.094
C -1.70933 -1.19874 -5.09971 0.1 -0.1 -0.1 -0.100
C -3.01266 -2.28384 -1.74480 -0.5 -0.4 0.2 -0.275
C -2.92861 -3.31101 -0.80249 -0.3 0.1 0.0 -0.084
C -4.01379 -4.16317 -0.60924 0.1 0.1 0.0 -0.075
C -5.17804 -4.00098 -1.34576 0.0 0.0 -0.1 -0.098
C -5.26672 -2.98297 -2.28863 0.1 0.0 0.1 -0.095
C -4.18591 -2.13668 -2.49036 0.0 -0.1 0.1 -0.105
H -0.26138 -1.08316 -1.35170 -0.5 -0.3 -0.6 -0.042
H 0.77507 -2.62677 -3.28904 0.0 0.0 0.0 0.098
H 1.49419 -3.30980 -5.52890 0.0 0.0 0.0 0.097
H 0.17789 -2.64108 -7.52101 0.0 0.0 0.0 0.094
H -1.86351 -1.26679 -7.23774 0.0 0.0 0.0 0.095
H -2.59028 -0.57523 -4.99828 0.0 0.0 0.0 0.095
H -2.04952 -3.41923 -0.17756 0.0 0.0 -0.1 0.093
H -3.94766 -4.93883 0.14354 0.0 0.0 0.0 0.104
H -6.02246 -4.65989 -1.18165 0.0 0.0 0.0 0.095
H -6.17401 -2.84219 -2.86352 0.0 0.0 0.0 0.096
H -4.26754 -1.34752 -3.23107 0.0 0.0 0.0 0.096
```
Forces are in eV/Å.

***

No. 2
C34H31MgN5O12P2 as an isolated structure. Source: OMol25; level of theory: wB97M-V/def2-TZVPD.

* charge: -2
* strongest force on any atom: 0.49 eV Å⁻¹
* HOMO-LUMO gap: 6.53 eV
* energy relative to the best compared isomer or geometry (same formula, charge and spin): 0.0 kcal per mole
* energy: -91819.85429 eV
* lowest unoccupied orbital energy: 0.15352 Ha

The geometry in XYZ format:
```
85
Properties=species:S:1:pos:R:3:forces:R:3:lowdin_charge:R:1
Mg -1.36139 -1.06528 1.18541 0.1 0.4 -0.3 0.590
O 1.34558 3.34358 6.76547 0.0 0.0 0.0 -0.025
N 0.31630 3.19875 6.09061 0.0 0.0 0.0 -0.379
O -0.67075 3.92417 6.28329 0.0 0.0 0.0 -0.020
C 0.27703 2.20171 5.09762 0.0 0.1 0.1 -0.130
C 1.42593 1.41538 4.94888 0.0 -0.1 -0.1 0.041
C 1.55252 0.42947 4.01145 0.0 0.0 0.1 -0.152
C 2.73519 -0.40461 3.88854 0.0 0.0 0.0 -0.040
C 2.82077 -1.31927 2.92774 0.0 0.0 0.0 -0.035
C 1.73675 -1.51595 1.90390 -0.1 -0.1 0.0 -0.256
N 0.53422 -0.71980 2.13764 -0.2 0.0 0.0 0.104
C 0.48572 0.15226 3.09541 0.0 0.1 0.0 -0.161
C -0.75534 0.92449 3.28875 0.0 0.0 0.0 -0.116
N -1.76639 0.58749 2.47361 -0.1 0.0 0.0 0.070
C -2.92317 1.20368 2.55143 -0.1 0.1 0.0 -0.103
C -3.13375 2.23091 3.46928 0.0 0.0 -0.1 -0.043
C -2.11826 2.60024 4.31463 0.0 0.0 0.0 0.005
C -0.86848 1.94453 4.26051 0.0 0.0 0.0 -0.049
H 2.24880 1.61172 5.62250 0.0 0.0 0.0 0.117
H 3.53895 -0.26572 4.60403 0.0 0.0 0.0 0.107
H 3.70491 -1.93968 2.82569 0.0 0.0 0.0 0.108
H 1.42699 -2.57059 1.91204 0.0 0.1 0.0 0.141
H -3.69609 0.86803 1.86879 0.0 0.0 0.0 0.123
H -4.09500 2.72618 3.51410 0.0 0.0 0.0 0.098
H -2.26090 3.38959 5.03173 0.0 0.0 0.0 0.090
O -0.91316 -4.51253 2.23563 0.2 0.0 -0.1 -0.156
P -2.33670 -3.79719 2.48627 0.1 -0.1 0.0 0.216
O -3.11874 -4.56699 3.46048 -0.1 0.0 0.0 -0.301
O -2.10555 -2.31225 2.63406 0.0 -0.1 0.1 -0.330
O -3.00706 -3.97781 0.96049 -0.2 -0.1 -0.1 -0.247
P -2.50416 -2.91992 -0.12158 -0.1 0.1 0.2 0.200
O -2.86518 -3.60986 -1.50541 0.0 0.0 -0.2 -0.107
O -3.17996 -1.59109 0.07143 0.1 -0.1 0.2 -0.298
O -0.99894 -2.78111 0.06661 0.2 -0.1 0.0 -0.339
H -0.52164 -4.07188 1.45543 -0.1 0.0 0.1 0.030
H -2.53403 -2.98347 -2.18170 -0.1 0.0 0.1 0.058
C 2.36289 -2.00776 -4.75884 0.0 0.0 0.0 -0.115
C 2.98319 -1.01533 -4.01355 0.0 0.0 0.0 -0.107
C 2.85944 -0.98101 -2.63318 0.1 0.1 0.0 -0.027
C 2.12374 -1.95800 -1.95864 0.0 0.0 0.0 -0.172
C 1.49248 -2.94172 -2.72617 -0.1 0.0 0.0 -0.032
C 1.60610 -2.96968 -4.10542 0.0 0.0 0.0 -0.090
C 1.90727 -2.03741 -0.50485 -0.1 0.0 0.1 0.012
C 2.25189 -1.22439 0.49431 0.1 0.0 -0.1 -0.129
C 3.07899 -0.00137 0.35124 0.1 0.1 -0.1 -0.197
C 2.49858 1.26412 0.41254 0.0 -0.1 0.0 0.003
C 3.28476 2.39857 0.26111 0.0 0.0 0.0 -0.068
C 4.65293 2.28736 0.06124 0.0 0.0 0.0 -0.109
C 5.24064 1.02849 0.02081 0.0 0.0 0.0 -0.102
C 4.45786 -0.10569 0.16507 -0.1 0.0 0.1 -0.059
H 2.45412 -2.02009 -5.83834 0.0 0.0 0.0 0.089
H 3.55620 -0.24122 -4.51017 0.0 0.0 0.0 0.097
H 3.33356 -0.17735 -2.08738 0.0 -0.1 0.0 0.097
H 0.86884 -3.66931 -2.22102 0.0 0.0 0.0 0.115
H 1.08861 -3.73623 -4.66926 0.0 0.0 0.0 0.096
H 1.27246 -2.87112 -0.23391 0.0 -0.1 0.0 0.091
H 1.42957 1.36843 0.55613 0.0 0.0 0.0 0.087
H 2.81189 3.37226 0.29829 0.0 0.0 0.0 0.103
H 5.26057 3.17573 -0.06468 0.0 0.0 0.0 0.089
H 6.30988 0.93078 -0.12716 0.0 0.0 0.0 0.091
H 4.90720 -1.09145 0.12862 0.0 0.0 0.0 0.117
C -4.52735 0.63478 -1.96026 -0.1 0.0 0.0 -0.070
C -3.71794 0.58867 -3.24894 0.1 0.0 0.0 -0.174
C -2.23655 0.97019 -3.05505 0.1 0.1 0.0 -0.309
C -1.47814 0.82742 -4.38325 -0.1 0.0 0.0 -0.179
C -0.01718 1.23624 -4.27321 0.1 0.0 0.0 -0.072
C -2.17330 2.42631 -2.65140 -0.1 0.0 0.1 -0.452
O -2.59757 3.33108 -3.35345 0.0 0.0 0.0 0.058
N -1.60399 2.66531 -1.44628 0.1 0.0 0.0 0.213
C -1.06876 1.70916 -0.55048 0.1 0.0 0.2 -0.517
O -0.53268 2.16870 0.45107 -0.1 0.1 -0.1 0.026
N -1.18516 0.39142 -0.81330 0.2 -0.2 0.0 0.180
C -1.63776 -0.01299 -2.02460 -0.5 -0.1 0.1 -0.437
O -1.68471 -1.19646 -2.35963 0.2 0.1 -0.1 0.014
H -5.56730 0.36312 -2.15425 0.0 0.0 0.0 0.071
H -4.52839 1.63939 -1.52789 0.0 0.0 0.0 0.077
H -4.13431 -0.06234 -1.21746 0.0 0.0 0.0 0.051
H -4.13581 1.26674 -3.99814 0.0 0.0 0.0 0.113
H -3.72777 -0.42328 -3.65905 0.0 0.0 0.0 0.116
H -1.98955 1.44767 -5.12349 0.0 0.0 0.0 0.115
H -1.55973 -0.21739 -4.68669 0.0 0.0 0.0 0.115
H 0.08003 2.29471 -4.01948 0.0 0.0 0.0 0.077
H 0.50832 1.07131 -5.21559 0.0 0.0 0.0 0.069
H 0.49734 0.65299 -3.50821 0.0 0.0 0.0 0.070
H -1.49039 3.62353 -1.15256 0.0 0.0 0.0 0.154
```
Forces are in eV/Å.

***

No. 3
C34H31N6O5SSeW as an isolated structure. Source: OMol25; level of theory: wB97M-V/def2-TZVPD.

* charge: +1
* strongest force on any atom: 0.47 eV Å⁻¹
* HOMO-LUMO gap (alpha / beta): 5.79 / 5.80 eV
* energy relative to the best compared isomer or geometry (same formula, charge and spin): 10.4 kcal per mole
* energy: -132944.66947 eV
* lowest unoccupied orbital energy (alpha / beta): -0.13192 / -0.13193 Ha

The geometry in XYZ format:
```
79
Properties=species:S:1:pos:R:3:forces:R:3:lowdin_charge:R:1
W -1.24255 0.87899 0.00061 0.4 0.2 -0.1 1.455
C 2.95142 2.41346 0.43748 0.0 0.0 0.0 0.000
C 1.49759 2.11171 0.55454 0.0 0.0 0.0 -0.253
N 0.89441 1.23962 -0.16625 -0.4 -0.1 0.2 -0.124
N 1.56054 0.59266 -1.15494 0.1 -0.1 -0.1 0.128
C 0.71230 -0.05362 -1.91221 0.0 0.0 0.1 -0.403
O -0.57617 -0.01204 -1.72516 0.0 0.1 0.2 -0.185
C 1.22741 -0.85654 -3.03200 -0.1 0.0 -0.1 -0.144
C 2.59811 -0.98574 -3.23982 0.0 0.0 0.0 -0.018
C 3.06630 -1.77746 -4.27447 0.0 0.0 0.0 -0.071
C 2.17177 -2.44573 -5.10005 0.0 0.0 0.0 -0.070
C 0.80387 -2.31488 -4.89698 0.0 0.0 0.0 -0.064
C 0.33167 -1.52019 -3.86652 0.0 0.0 0.0 -0.020
C 0.59986 2.88759 1.40707 0.0 0.0 0.0 -0.192
C 1.05357 3.94518 2.17934 0.1 0.0 0.0 0.017
C 0.14579 4.74288 2.85011 -0.1 0.0 0.0 -0.021
C -1.20466 4.46827 2.71128 0.1 0.0 0.0 -0.016
C -1.58730 3.38773 1.93917 0.1 0.0 0.0 -0.153
N -0.71464 2.58659 1.31608 0.0 0.2 0.0 -0.053
H 3.42818 1.66847 -0.19200 0.0 0.0 0.0 0.077
H 3.42355 2.41564 1.42114 0.0 0.0 0.0 0.092
H 3.09771 3.39804 -0.01216 0.0 0.0 0.0 0.106
H 3.28173 -0.46728 -2.58298 0.0 0.0 0.0 0.114
H 4.13150 -1.87582 -4.43761 0.0 0.0 0.0 0.109
H 2.54018 -3.06577 -5.90707 0.0 0.0 0.0 0.108
H 0.10701 -2.82949 -5.54528 0.0 0.0 0.0 0.107
H -0.73064 -1.40805 -3.69793 0.0 0.0 0.0 0.115
H 2.11244 4.15360 2.22078 0.0 0.0 0.0 0.118
H 0.48325 5.57879 3.44739 0.0 0.0 0.0 0.120
H -1.95851 5.07861 3.18596 0.0 0.0 0.0 0.119
H -2.63116 3.14230 1.83017 0.0 0.0 0.0 0.087
O -4.93002 -1.16980 -0.49311 0.0 0.0 0.0 0.192
C -3.95123 -0.29772 -0.40637 -0.1 0.1 0.0 -0.476
O -2.75946 -0.63215 -0.36241 0.1 -0.2 -0.1 -0.157
C -4.24095 1.11444 -0.44120 0.0 0.0 0.0 -0.195
C -5.46643 1.73634 -0.63866 0.0 0.0 0.0 0.039
C -5.48463 3.09468 -0.88792 0.0 0.0 0.0 -0.015
C -4.27047 3.77088 -1.01664 0.0 0.0 0.0 0.051
C -3.09073 3.08990 -0.82161 -0.1 0.0 0.0 -0.169
N -3.06792 1.79138 -0.46292 0.0 -0.1 0.0 -0.023
C -1.71792 3.60045 -1.11080 0.2 -0.2 -0.2 -0.564
O -1.47286 4.77108 -1.26780 0.1 0.0 0.0 0.117
O -0.88209 2.58847 -1.21126 -0.2 0.2 0.1 -0.137
H -4.55896 -2.06657 -0.51051 0.0 0.0 0.0 0.158
H -6.37036 1.14404 -0.61891 0.0 0.0 0.0 0.133
H -6.42128 3.61218 -1.03695 0.0 0.0 0.0 0.120
H -4.21222 4.81470 -1.29391 0.0 0.0 0.0 0.138
C 3.69627 -4.66473 -2.15541 0.0 0.0 0.0 -0.043
C 2.75050 -3.81722 -1.34848 0.0 -0.1 -0.1 -0.268
C 1.38026 -3.90624 -1.52246 0.0 0.0 0.0 -0.016
C 0.48993 -3.13735 -0.77760 0.1 0.0 0.0 -0.294
C -0.98212 -3.28295 -1.04395 0.0 0.0 0.0 -0.072
C 1.00311 -2.24251 0.17088 -0.1 -0.1 0.0 -0.481
Se -0.18672 -1.23181 1.30414 0.1 0.0 -0.4 0.812
C 2.38759 -2.14649 0.37721 0.0 0.0 0.0 -0.300
C 2.99067 -1.23558 1.41214 0.0 0.0 0.0 -0.078
C 3.23343 -2.93256 -0.39312 0.0 0.1 0.1 -0.015
H 3.20627 -5.06948 -3.04008 0.0 0.0 0.0 0.076
H 4.06470 -5.50295 -1.56057 0.0 0.0 0.0 0.085
H 4.56191 -4.08564 -2.47859 0.0 0.0 0.0 0.077
H 0.98389 -4.58746 -2.26761 0.0 0.0 0.0 0.121
H -1.16424 -4.12266 -1.71372 0.0 0.0 0.0 0.082
H -1.37194 -2.37610 -1.50711 0.0 0.0 0.0 0.048
H -1.53320 -3.43937 -0.11469 0.0 0.0 0.0 0.062
H 2.52457 -0.25361 1.39039 0.0 0.0 0.0 0.025
H 4.06197 -1.12546 1.24516 0.0 0.0 0.0 0.081
H 2.84275 -1.63914 2.41678 0.0 0.0 0.0 0.079
H 4.30538 -2.84844 -0.24467 0.0 0.0 0.0 0.122
S -2.56772 0.49026 2.20541 -0.1 0.0 0.2 0.724
C -1.46269 0.27583 3.51484 0.0 -0.1 -0.1 -0.773
N -1.56440 -0.90673 4.17377 0.0 0.0 0.2 0.063
C -0.77186 -1.23797 5.20883 -0.1 0.0 -0.1 -0.018
C 0.16559 -0.34176 5.62487 0.1 0.1 0.0 0.001
C 0.21828 0.87382 4.93116 0.0 -0.1 0.0 -0.058
N -0.57011 1.17725 3.91798 -0.1 0.0 0.0 0.118
H -2.21226 -1.58307 3.78776 0.0 0.0 0.0 0.145
H -0.92077 -2.21472 5.64558 0.0 0.0 0.0 0.147
H 0.82970 -0.56070 6.44569 0.0 0.0 0.0 0.121
H 0.93426 1.63574 5.21870 0.0 0.0 0.0 0.128
```
Forces are in eV/Å.